No. 1
The following is a DFT calculation (wB97M-V/def2-TZVPD) of a cluster of 4 separate species, C3H17N2O3 in total in a non-equilibrium geometry.

Last column: natural (NBO) charge in e.
Atoms and positions in Å:
N (0.5968, -0.0274, 1.0740)  -0.68
C (0.2361, 1.1228, 0.2283)  -0.06
C (0.1720, 2.4713, 0.9984)  -0.65
C (-1.1579, 0.9587, -0.5330)  -0.22
N (-1.3377, -0.3501, -1.0770)  -0.86
H (1.0062, -0.8336, 0.6020)  0.47
H (-0.1891, -0.3939, 1.6665)  0.47
H (1.3489, 0.2489, 1.7080)  0.43
H (0.9830, 1.1982, -0.5800)  0.22
H (0.9509, 2.4922, 1.7505)  0.22
H (-0.8163, 2.9161, 1.1924)  0.24
H (0.4780, 3.1533, 0.1871)  0.24
H (-1.8825, 1.4012, 0.1561)  0.20
H (-1.1216, 1.7760, -1.2648)  0.19
H (-2.2656, -0.4443, -1.4901)  0.38
H (-0.7344, -0.5245, -1.8760)  0.38
H (3.2982, -1.1328, -0.7006)  0.50
H (3.7436, -0.0196, 0.2768)  0.49
O (3.0015, -0.5667, 0.0187)  -0.99
H (-2.0698, -2.4426, -3.0614)  0.47
H (-1.8457, -2.0929, -4.5864)  0.49
O (-1.4177, -2.2093, -3.7373)  -0.96
H (0.2406, -2.7830, 2.9955)  0.50
H (-1.0166, -1.9573, 3.2770)  0.49
O (-0.2009, -1.9606, 2.7754)  -0.98

Properties
Total charge: +1
Energy relative to the best compared isomer or geometry (same formula, charge and spin), eV: 1.539
Orbital gap, eV: 10.31
HOMO energy, eV: -13.08
E_tot, Ha: -459.4886

No. 2
The following is a DFT calculation (wB97M-V/def2-TZVPD) of the ion C5H11O with charge -1 in a non-equilibrium geometry.

Last column: natural (NBO) charge in e.
Atoms and positions in Å:
C (-0.4299, 1.5971, -0.9732)  -0.61
C (-0.5076, 0.1507, -0.4215)  -0.25
C (-1.5380, -0.0143, 0.7036)  -0.63
C (0.8804, -0.0345, 0.1194)  -0.45
C (1.3541, -1.5580, 0.4785)  -0.01
O (2.0829, -2.0789, -0.5033)  -0.97
H (-1.3637, 1.9775, -1.3964)  0.18
H (0.1379, 2.1990, -0.2081)  0.20
H (0.2989, 1.5678, -1.7557)  0.21
H (-0.5957, -0.5777, -1.3043)  0.21
H (-1.1986, -0.8120, 1.4568)  0.23
H (-2.4749, -0.5045, 0.3016)  0.19
H (-1.9878, 0.9062, 1.0659)  0.20
H (1.6357, 0.2686, -0.6565)  0.20
H (1.1051, 0.5964, 0.9659)  0.16
H (0.5247, -2.2176, 0.8266)  0.07
H (2.0764, -1.4657, 1.3008)  0.08

Properties
Total charge: -1
Energy relative to the best compared isomer or geometry (same formula, charge and spin), eV: 1.043
SMILES: CC(C)CC[O-]
Orbital gap, eV: 5.76
HOMO energy, eV: -1.83
E_tot, Ha: -272.2888

No. 3
The following is a DFT calculation (wB97M-V/def2-TZVPD) of a cluster of 2 separate species, C2H3N3O in total in a non-equilibrium geometry.

Last column: natural (NBO) charge in e.
Atoms and positions in Å:
C (0.7634, -0.9664, -0.1891)  0.01
C (0.1662, 0.2062, -0.2148)  0.21
N (1.0341, 1.1592, 0.0924)  -0.25
N (2.0925, 0.6331, 0.2118)  0.11
N (-2.1206, 0.4096, -0.1851)  -0.74
O (2.0492, -0.6940, -0.0109)  -0.25
H (0.4087, -1.8890, -0.3689)  0.22
H (-1.9437, 1.3440, 0.1018)  0.35
H (-2.4497, -0.2028, 0.5629)  0.34

Properties
Energy relative to the best compared isomer or geometry (same formula, charge and spin), eV: 6.694
Orbital gap (spin up / spin down), eV: 9.54 / 9.58
HOMO energy (spin up / spin down), eV: -10.50 / -10.57
E_tot, Ha: -317.2863

No. 4
The following is a DFT calculation (wB97M-V/def2-TZVPD) of the molecule C17H21N5 in a non-equilibrium geometry.

Last column: natural (NBO) charge in e.
Atoms and positions in Å:
C (-3.8240, -2.1500, -0.7171)  -0.61
C (-2.4921, -2.4571, -0.0326)  -0.20
N (-1.7743, -1.2604, 0.3402)  -0.44
C (-2.4824, -0.3514, 1.2097)  -0.26
C (-3.2486, 0.7445, 0.5018)  0.05
C (-4.2715, 1.4048, 1.1716)  -0.24
C (-4.9748, 2.4238, 0.5557)  -0.21
C (-4.6641, 2.7950, -0.7417)  -0.22
C (-3.6470, 2.1421, -1.4155)  -0.20
C (-2.9422, 1.1235, -0.7977)  -0.24
C (-0.4208, -1.1070, 0.1332)  0.19
C (0.4225, -2.1800, -0.1859)  -0.28
C (1.7686, -1.9878, -0.4070)  -0.16
C (2.3485, -0.7230, -0.3108)  -0.15
C (3.7628, -0.5426, -0.5408)  0.06
N (4.3122, 0.5990, -0.4049)  -0.27
N (5.5929, 0.8053, -0.7454)  -0.39
C (6.5221, 1.0068, 0.0960)  0.55
N (7.7492, 1.4823, -0.3389)  -0.82
N (6.4305, 0.7468, 1.4598)  -0.84
C (1.5142, 0.3483, 0.0194)  -0.16
C (0.1691, 0.1650, 0.2332)  -0.24
H (-3.6621, -1.5384, -1.6007)  0.21
H (-4.5048, -1.6209, -0.0562)  0.21
H (-4.2946, -3.0824, -1.0200)  0.21
H (-1.8822, -3.0258, -0.7333)  0.21
H (-2.6777, -3.0861, 0.8531)  0.17
H (-3.1814, -0.9345, 1.8226)  0.20
H (-1.7676, 0.1110, 1.9017)  0.22
H (-4.5172, 1.1168, 2.1848)  0.21
H (-5.7681, 2.9279, 1.0882)  0.21
H (-5.2136, 3.5896, -1.2245)  0.21
H (-3.3984, 2.4272, -2.4274)  0.21
H (-2.1502, 0.6180, -1.3293)  0.22
H (0.0349, -3.1855, -0.2425)  0.21
H (2.3896, -2.8397, -0.6482)  0.21
H (4.3340, -1.4355, -0.8209)  0.16
H (7.8368, 1.4534, -1.3439)  0.40
H (8.5439, 1.0820, 0.1385)  0.37
H (7.0457, 1.2995, 2.0377)  0.38
H (5.4757, 0.7359, 1.7916)  0.40
H (1.9482, 1.3336, 0.0892)  0.23
H (-0.4415, 1.0261, 0.4574)  0.21

Properties
Energy relative to the best compared isomer or geometry (same formula, charge and spin), eV: 0.000
SMILES: CCN(Cc1ccccc1)c1ccc(/C=N/N=C(N)N)cc1
Orbital gap, eV: 8.06
HOMO energy, eV: -7.23
E_tot, Ha: -934.1597

Look up the E_tot of the first one.
-459.4886 Ha

Please write out number 2 again, unchanged.
The following is a DFT calculation (wB97M-V/def2-TZVPD) of the ion C5H11O with charge -1 in a non-equilibrium geometry.

Last column: natural (NBO) charge in e.
Atoms and positions in Å:
C (-0.4299, 1.5971, -0.9732)  -0.61
C (-0.5076, 0.1507, -0.4215)  -0.25
C (-1.5380, -0.0143, 0.7036)  -0.63
C (0.8804, -0.0345, 0.1194)  -0.45
C (1.3541, -1.5580, 0.4785)  -0.01
O (2.0829, -2.0789, -0.5033)  -0.97
H (-1.3637, 1.9775, -1.3964)  0.18
H (0.1379, 2.1990, -0.2081)  0.20
H (0.2989, 1.5678, -1.7557)  0.21
H (-0.5957, -0.5777, -1.3043)  0.21
H (-1.1986, -0.8120, 1.4568)  0.23
H (-2.4749, -0.5045, 0.3016)  0.19
H (-1.9878, 0.9062, 1.0659)  0.20
H (1.6357, 0.2686, -0.6565)  0.20
H (1.1051, 0.5964, 0.9659)  0.16
H (0.5247, -2.2176, 0.8266)  0.07
H (2.0764, -1.4657, 1.3008)  0.08

Properties
Total charge: -1
Energy relative to the best compared isomer or geometry (same formula, charge and spin), eV: 1.043
SMILES: CC(C)CC[O-]
Orbital gap, eV: 5.76
HOMO energy, eV: -1.83
E_tot, Ha: -272.2888